Here is a 2-piece molecular cluster, C7H8O3PS overall from OMol25. Energies are from ωB97M-V/def2-TZVPD.

The geometry in XYZ format:
```
20
Properties=species:S:1:pos:R:3:forces:R:3
C -2.20595 1.61227 -0.48853 0.237 -1.525 2.163
C -1.74635 1.61143 0.88680 0.688 -1.639 -2.779
C -1.99076 0.56800 -1.38546 0.091 0.505 0.673
C -0.93417 0.53611 1.22639 -0.720 0.423 -1.104
C -1.16461 -0.45920 -0.93229 2.690 -0.996 -1.765
C -0.54712 -0.48233 0.31498 -1.523 1.036 0.609
C 0.50049 -1.41373 0.65447 2.148 1.759 -1.226
O 3.48862 0.03700 0.80035 2.913 -1.334 1.977
O 2.41135 0.54568 -1.29020 -0.008 -0.021 -0.809
O 1.65895 1.66395 0.74693 0.557 -0.775 -0.130
P 1.44958 -2.17410 -0.68479 -0.881 -2.601 -0.039
S 2.36838 0.53981 0.14199 -4.150 1.567 -0.574
H -2.96267 2.27201 -0.69122 -1.491 2.077 -0.880
H -1.88626 2.47903 1.51190 -0.171 -0.106 0.200
H -2.46980 0.63123 -2.39072 0.697 -0.300 0.863
H -0.42514 0.53413 2.12332 0.848 0.091 2.067
H -0.45536 -1.08024 -1.57978 -2.162 0.383 -0.158
H 0.87302 -1.36675 1.65314 0.037 -0.323 0.684
H 1.30960 -3.67630 -0.43216 -0.347 1.231 -0.281
H 2.72819 -2.37800 -0.18510 0.550 0.550 0.509
```
Forces are in eV/Å.

Properties
Relative energy (zero: lowest compared OMol25 entry of this formula, charge and spin), kJ/mol: 335.4
Lowest unoccupied orbital energy (spin up / spin down), eV: 3.21 / 3.21
Net charge: -1
Kohn-Sham gap (spin up / spin down), eV: 6.7 / 6.7

***

Here is the molecule C7H8O3S from OMol25. Energies are from ωB97M-V/def2-TZVPD.

The geometry in XYZ format:
```
19
Properties=species:S:1:pos:R:3:forces:R:3
C -1.89860 0.36296 -0.10355 7.637 3.528 0.699
C -0.29761 0.83593 -0.01364 -8.219 -0.672 -0.643
C -0.35230 -1.56874 -0.00361 -0.532 0.775 -0.904
C -2.83807 1.35972 0.12172 -3.893 0.451 -0.684
C 0.51640 -0.31500 -0.11138 1.835 -2.949 1.600
C 1.37432 -0.54522 -1.37739 -0.378 1.164 0.704
C 1.39208 -0.47712 1.18528 0.836 -1.292 0.849
O 0.13638 -2.64253 0.05701 0.574 -1.824 0.321
O -4.08599 1.20657 0.15808 2.336 -0.023 0.219
O 0.02935 2.09290 0.22477 0.276 -0.264 -0.009
S -2.05644 -1.29763 -0.19704 -0.948 -1.612 -0.028
H -2.44583 2.36669 0.11178 0.346 0.579 0.345
H 0.94274 0.03428 -2.15403 0.218 1.036 -0.864
H 1.38949 -1.51358 -1.78292 -0.494 -1.695 0.173
H 2.39807 -0.36832 -1.13968 0.792 0.862 -0.164
H 1.95310 0.48247 1.31345 0.040 -1.069 0.245
H 2.06069 -1.42134 1.01797 -0.851 2.096 0.206
H 0.83387 -0.76819 2.16523 0.539 0.976 -1.853
H 0.94837 2.17614 0.52794 -0.112 -0.068 -0.211
```
Forces are in eV/Å.

Properties
Relative energy (zero: lowest compared OMol25 entry of this formula, charge and spin), kJ/mol: 288.2
Lowest unoccupied orbital energy (spin up / spin down), eV: -0.67 / -0.65
Kohn-Sham gap (spin up / spin down), eV: 7.3 / 7.3

***

Here is the molecule C7H8O3S from OMol25. Energies are from ωB97M-V/def2-TZVPD.

The geometry in XYZ format:
```
19
Properties=species:S:1:pos:R:3:forces:R:3
C 4.44160 -0.42779 0.28200 0.920 -1.983 -2.246
C 2.00577 0.12987 -0.07960 0.493 1.327 -0.833
C 1.21387 1.29661 -0.24753 5.677 1.641 1.835
C -0.05821 1.23495 -0.36367 -7.968 0.825 -2.426
C -0.74685 -0.05353 -0.41548 -0.991 1.644 1.656
C -0.08373 -1.14557 -0.00453 0.804 -0.961 -1.410
C 1.37517 -1.03183 -0.16519 0.128 -5.690 2.672
H 4.62143 -1.40175 -0.40605 -0.552 2.674 0.133
H 5.39494 0.20549 0.31299 -1.729 -0.981 0.159
H 4.19968 -1.01707 1.09481 0.338 -0.627 2.819
H 1.86608 2.16803 -0.00126 -1.200 -0.064 -0.787
H -0.87497 2.08105 -0.56502 2.595 -1.303 0.860
H -0.76134 -1.98759 0.30740 1.579 0.220 -0.473
H 2.06562 -1.96428 0.06990 -1.764 1.669 -0.625
H -3.30835 0.01174 -1.40730 1.615 1.080 1.646
O 3.32278 0.39900 0.08486 -0.025 1.172 -1.079
O -3.16126 -1.38381 0.17338 1.692 1.911 0.852
O -2.76018 1.30681 0.78567 0.251 -5.740 -3.696
S -2.58122 -0.04300 -0.11204 -1.863 3.185 0.944
```
Forces are in eV/Å.

Properties
Relative energy (zero: lowest compared OMol25 entry of this formula, charge and spin), kJ/mol: 504.2
Lowest unoccupied orbital energy, eV: 0.29
Kohn-Sham gap, eV: 9.7

***

Here is an isolated ion of composition C7H8O4 and charge -2 from OMol25. Energies are from ωB97M-V/def2-TZVPD.

The geometry in XYZ format:
```
19
Properties=species:S:1:pos:R:3:forces:R:3
C -2.62173 1.30990 -0.53301 2.008 -3.399 3.813
C -2.39195 -1.51253 0.14133 -0.777 0.228 2.026
C -0.49679 0.13760 0.94656 -1.528 -1.231 0.555
C -0.28054 -0.13903 -0.55390 -0.237 0.177 1.193
C -1.67406 -0.10807 -0.02511 -1.389 0.469 -0.246
C -0.13093 1.45498 1.49776 1.099 -0.067 3.159
C 0.48330 -1.35567 -0.94394 -0.680 1.127 -0.932
O -2.51969 1.55207 -1.69262 0.087 1.029 -3.967
O -1.71954 -2.46117 0.70394 -0.517 1.034 -1.104
O -3.13665 1.89015 0.41668 -0.797 0.751 0.782
O -3.63308 -1.53814 -0.09219 1.191 -0.153 -0.450
H -0.61044 -0.62154 1.84592 1.087 0.731 -2.541
H -0.22408 0.75045 -1.20111 0.795 -0.216 0.400
H 0.98910 1.51852 1.79070 -1.361 -0.230 -0.421
H -0.69933 1.63457 2.46478 0.557 -0.072 -0.905
H -0.32298 2.28526 0.90497 -0.502 1.453 -1.440
H 0.24143 -2.15299 -0.33975 -0.975 -1.749 1.470
H 1.51607 -1.21448 -0.78528 1.626 0.392 -0.404
H 0.20874 -1.63427 -1.94064 0.315 -0.274 -0.988
```
Forces are in eV/Å.

Properties
Lowest unoccupied orbital energy, eV: 6.47
Net charge: -2
Kohn-Sham gap, eV: 6.4

***

Here is a 2-piece molecular cluster, C7H8O4 overall from OMol25. Energies are from ωB97M-V/def2-TZVPD.

The geometry in XYZ format:
```
19
Properties=species:S:1:pos:R:3:forces:R:3
C 0.59811 1.39055 -0.57814 2.400 1.775 -3.835
C 0.95930 -0.01124 0.09837 -2.527 0.241 -6.049
C 0.57330 -1.28062 -0.77224 -1.301 -0.542 3.219
C -0.90693 -1.05881 -1.19588 1.245 0.709 3.586
C -1.58275 -0.93419 0.34299 -2.484 0.054 -0.964
C -0.98466 -0.53594 1.46491 1.959 0.894 2.917
C 0.51269 -0.12987 1.48521 1.405 -1.233 -1.192
H -0.64154 2.57415 0.56375 0.577 -0.905 -1.470
H 0.69452 1.38781 -1.83824 -0.891 -0.973 3.377
H 1.55938 2.05457 -0.53543 -1.527 -1.012 0.962
H 0.64616 -2.25944 -0.10085 -0.354 1.869 -1.505
H -2.72842 -1.03250 0.36451 1.862 -0.362 -0.126
H -1.21479 -0.52274 2.70062 -0.759 -0.073 -3.652
H 1.04988 -0.97497 1.81786 0.559 -1.428 1.324
H 0.04467 1.27067 2.99092 4.415 -0.917 -3.723
O -0.58725 2.18063 -0.35521 0.519 -0.604 1.634
O 1.80071 -0.70184 -0.94303 0.734 0.815 1.132
O -1.51593 -0.88941 -2.18331 -0.301 -0.069 -0.793
O 0.99945 1.01850 2.10225 -5.533 1.764 5.160
```
Forces are in eV/Å.

Properties
Relative energy (zero: lowest compared OMol25 entry of this formula, charge and spin), kJ/mol: 812.8
Lowest unoccupied orbital energy, eV: -0.32
Kohn-Sham gap, eV: 9.3

***

Here is the molecule C7H8O4 from OMol25. Energies are from ωB97M-V/def2-TZVPD.

The geometry in XYZ format:
```
19
Properties=species:S:1:pos:R:3:forces:R:3
C -1.08601 -0.89473 0.18132 4.063 3.636 -0.673
C 0.09200 -0.05811 0.27300 -4.473 -1.681 1.357
C -2.26350 0.03280 0.15623 -1.232 -0.109 0.925
C 1.49510 -0.48734 0.49334 -1.587 -0.312 -2.512
C -0.42307 1.37572 0.42791 0.788 -1.780 1.244
C 1.75504 -1.84272 -0.06482 3.355 -1.317 -0.235
C 0.14151 2.25192 -0.58937 -2.622 2.944 0.080
O -3.43507 -0.26256 0.09544 0.973 -0.170 -0.316
O 2.35516 0.28829 0.77724 1.003 0.977 1.116
O -1.85910 1.30466 0.39642 0.309 -0.786 -0.952
O -1.07588 -2.19407 -0.04950 1.097 0.213 0.580
H -0.20222 1.76703 1.40871 0.283 0.006 0.476
H 2.34783 -2.43579 0.73414 -1.249 0.543 -1.213
H 2.61301 -1.68516 -0.88549 -2.095 -0.341 1.522
H 0.85543 -2.35483 -0.45741 1.156 0.216 0.338
H -0.15571 2.01673 -1.54175 -0.304 -1.472 -2.551
H 1.13233 2.51764 -0.56361 2.517 -0.129 0.456
H -0.37802 3.22574 -0.55665 0.103 0.002 0.620
H -1.90883 -2.56524 -0.23517 -2.086 -0.439 -0.261
```
Forces are in eV/Å.

Properties
Relative energy (zero: lowest compared OMol25 entry of this formula, charge and spin), kJ/mol: 127.2
Lowest unoccupied orbital energy, eV: -0.67
Kohn-Sham gap, eV: 9.0

***

Here is C7H9AlNO5 as an isolated structure from OMol25. Energies are from ωB97M-V/def2-TZVPD.

The geometry in XYZ format:
```
23
Properties=species:S:1:pos:R:3:forces:R:3
C -2.37249 -1.64672 1.52289 0.489 0.101 -0.022
C -1.63843 -1.81972 0.08483 -1.123 0.035 0.316
N -0.30467 -1.34216 0.05826 0.579 -1.354 -2.104
C 0.17586 -0.39690 -0.70158 -0.774 1.410 2.911
C 0.47927 0.89538 -0.63605 -0.124 -0.267 -0.806
C 0.36766 1.83959 0.53795 0.345 -0.245 0.448
O 1.48849 1.79402 1.44632 -0.080 -0.457 -0.527
O 2.60054 1.18927 0.73869 -0.184 0.380 0.076
C 0.98699 1.38320 -1.94810 0.325 1.078 0.404
O 1.54747 2.36134 -2.23131 -0.455 -0.537 -0.119
O 0.69360 0.32989 -2.94173 0.143 -0.147 0.501
C 0.68291 -0.83003 -2.41316 0.998 -0.105 -2.692
O 0.87895 -1.92576 -2.67372 -0.342 -0.566 0.553
H -2.99025 -2.52489 1.66557 -0.143 -0.056 -0.098
H -2.95251 -0.73160 1.46717 -0.054 0.048 0.024
H -1.62773 -1.59981 2.31093 0.006 -0.031 0.119
H -1.61625 -2.90375 -0.07546 0.245 -0.045 0.035
H -2.23300 -1.31485 -0.67144 -0.047 0.156 0.054
H 0.38540 -2.10334 0.19567 0.025 0.137 0.792
H -0.50723 1.59112 1.13344 -0.107 0.108 0.068
H 0.27164 2.85036 0.13585 -0.122 -0.024 -0.200
H 3.00784 0.66054 1.44745 0.063 -0.008 0.079
Al 2.67595 4.24483 1.54752 0.339 0.392 0.190
```
Forces are in eV/Å.

Properties
Lowest unoccupied orbital energy, eV: -16.48
Net charge: +3
Kohn-Sham gap, eV: 4.9

***

Here is the molecule C7H9BrO2S from OMol25. Energies are from ωB97M-V/def2-TZVPD.

The geometry in XYZ format:
```
20
Properties=species:S:1:pos:R:3:forces:R:3
C -2.28524 1.55024 -0.48130 0.132 -0.936 -1.323
C -0.97919 1.63391 -0.79905 -1.255 1.479 -1.090
C -2.65087 0.79594 0.79183 1.168 -1.055 -2.367
C 0.12876 -1.09476 0.53843 -0.800 2.144 -0.918
C 0.06715 1.57042 0.20341 -0.723 -1.974 2.329
C -0.28761 0.22889 1.02323 0.363 0.954 3.056
C 1.54245 -2.99558 -0.14716 0.006 -0.331 1.161
O 1.36986 1.50672 -0.27550 -0.114 -0.927 0.181
O -1.62955 0.32215 1.56565 -0.397 0.675 -0.748
S 1.69281 -1.18518 0.00092 0.696 -1.560 -0.791
Br -3.68282 -0.79108 -0.13876 0.147 -0.012 0.446
H -3.08450 1.62680 -1.30010 1.276 0.051 1.598
H -0.56755 1.91685 -1.76959 -0.738 0.009 -0.169
H -0.02210 2.43339 0.89592 -0.072 -0.580 0.017
H 0.26863 0.26886 2.00826 -0.188 0.517 -0.792
H 2.51521 -3.41568 0.16950 -0.783 -0.166 -0.180
H 1.20718 -3.34932 -1.10836 0.291 0.178 -0.524
H 0.68834 -3.20090 0.54394 1.161 -0.506 -0.258
H 1.52167 2.36395 -0.61876 0.777 1.315 -0.715
H -3.44798 1.13805 1.36845 -0.948 0.724 1.088
```
Forces are in eV/Å.

Properties
Spin multiplicity: 3
Relative energy (zero: lowest compared OMol25 entry of this formula, charge and spin), kJ/mol: 23.7
Lowest unoccupied orbital energy (spin up / spin down), eV: 0.31 / -1.32
Kohn-Sham gap (spin up / spin down), eV: 7.1 / 8.0

***

| no. | maximum force (Eh/bohr) |
| --- | --- |
| 1 | 0.0870 |
| 2 | 0.1642 |
| 3 | 0.1628 |
| 4 | 0.1067 |
| 5 | 0.1511 |
| 6 | 0.1068 |
| 7 | 0.0647 |
| 8 | 0.0627 |